C33H78Cl2NO20P4S6 | wB97M-V/def2-TZVPD

Geometry (Å):
C  1.556  0.937  1.639
C  1.007  1.666  0.270
C  2.068  2.645  -0.489
C  3.333  2.936  0.566
C  2.592  2.095  -1.985
C  3.820  1.030  -2.044
C  3.464  -0.542  -2.198
C  2.306  -1.155  -1.224
C  2.401  -2.817  -1.420
C  1.230  -3.567  -0.515
C  -0.282  -3.450  -1.164
C  -1.213  -2.267  -0.499
C  -1.440  -2.405  1.121
C  -2.186  -1.053  1.750
O  -1.765  -0.998  3.175
C  -1.981  0.345  3.741
C  3.367  3.500  -2.478
P  5.172  4.054  -2.452
O  6.180  3.173  -1.348
Cl  5.121  6.050  -1.628
N  2.411  4.412  -2.942
C  1.064  3.796  -3.272
P  -0.534  4.363  -2.467
O  -1.268  3.199  -1.413
O  -1.688  5.059  -3.574
C  1.521  2.179  -3.258
P  0.095  0.958  -3.425
S  0.520  -0.735  -4.315
P  2.332  2.153  -5.035
O  3.321  0.756  -5.276
Cl  0.779  2.009  -6.538
H  2.608  0.438  1.550
H  1.479  1.714  2.531
H  0.776  0.069  1.890
H  0.525  0.826  -0.383
H  0.092  2.343  0.636
H  1.539  3.714  -0.563
H  4.064  3.775  0.186
H  3.985  1.987  0.772
H  2.934  3.343  1.617
H  4.468  1.320  -3.005
H  4.584  1.126  -1.137
H  3.209  -0.911  -3.295
H  4.462  -1.139  -1.920
H  2.588  -0.972  -0.106
H  1.204  -0.895  -1.515
H  2.078  -3.001  -2.555
H  3.479  -3.232  -1.238
H  1.301  -3.208  0.598
H  1.492  -4.731  -0.527
H  -0.186  -3.355  -2.337
H  -0.853  -4.481  -0.972
H  -2.270  -2.337  -1.046
H  -0.814  -1.182  -0.709
H  -0.422  -2.501  1.733
H  -2.068  -3.394  1.304
H  -3.351  -1.246  1.692
H  -1.877  -0.089  1.164
H  -1.716  0.291  4.896
H  -3.109  0.657  3.547
H  -1.212  1.068  3.188
H  7.067  3.676  -1.349
H  2.516  5.429  -3.169
H  0.906  4.019  -4.451
H  -2.230  3.460  -1.196
H  -1.122  5.643  -4.183
H  -0.614  0.617  -2.219
H  -0.907  1.597  -4.292
H  4.305  0.957  -5.295
O  -2.034  -0.531  7.216
S  -3.330  -0.702  7.833
O  -4.400  0.258  7.653
O  -3.126  -0.965  9.429
C  -2.414  0.002  10.191
C  -3.242  1.254  10.419
C  -3.957  -2.307  7.409
H  -1.458  0.241  9.712
H  -2.185  -0.454  11.159
H  -3.436  1.778  9.479
H  -2.723  1.948  11.086
H  -4.214  1.000  10.854
H  -3.176  -3.051  7.575
H  -4.238  -2.287  6.354
H  -4.836  -2.518  8.021
O  2.673  -5.794  -3.760
S  2.527  -5.244  -5.089
O  1.266  -4.714  -5.566
O  3.085  -6.325  -6.175
C  2.518  -7.628  -6.187
C  1.122  -7.626  -6.784
C  3.771  -4.002  -5.333
H  2.516  -8.057  -5.178
H  3.167  -8.257  -6.804
H  0.425  -7.062  -6.159
H  0.736  -8.645  -6.878
H  1.126  -7.153  -7.771
H  4.737  -4.397  -5.014
H  3.501  -3.136  -4.725
H  3.791  -3.722  -6.388
O  4.871  -10.371  -5.034
S  5.253  -11.062  -3.822
O  4.419  -11.053  -2.638
O  6.761  -10.603  -3.405
C  7.019  -9.219  -3.208
C  6.418  -8.717  -1.908
C  5.622  -12.751  -4.220
H  6.659  -8.635  -4.063
H  8.106  -9.096  -3.168
H  5.326  -8.760  -1.934
H  6.706  -7.678  -1.721
H  6.747  -9.336  -1.067
H  6.282  -12.778  -5.089
H  4.680  -13.253  -4.449
H  6.093  -13.224  -3.356
O  -3.272  5.575  -0.635
S  -3.511  6.845  0.014
O  -4.133  6.936  1.318
O  -4.310  7.825  -1.017
C  -5.548  7.379  -1.554
C  -6.657  7.428  -0.518
C  -1.988  7.754  0.069
H  -5.445  6.373  -1.977
H  -5.802  8.051  -2.380
H  -6.473  6.718  0.293
H  -7.622  7.177  -0.969
H  -6.721  8.424  -0.068
H  -1.521  7.730  -0.917
H  -1.339  7.272  0.803
H  -2.198  8.779  0.378
O  -5.297  5.663  6.986
S  -6.450  6.303  6.390
O  -7.723  5.625  6.262
O  -6.028  6.905  4.935
C  -5.483  6.020  3.966
C  -6.547  5.114  3.374
C  -6.732  7.849  7.213
H  -4.661  5.437  4.397
H  -5.057  6.637  3.168
H  -6.951  4.432  4.128
H  -6.135  4.507  2.563
H  -7.385  5.704  2.989
H  -5.789  8.393  7.285
H  -7.117  7.630  8.211
H  -7.472  8.421  6.649

Output
HOMO-LUMO gap ... 5.6 eV
Net charge ... +1
HOMO ... -0.3995 hartree
E ... -205119.6851 eV

Löwdin atomic charge list, values in e, 99 entries: number 1, C, carries -0.133; number 2, C, carries -0.213; number 3, C, carries -0.227; number 4, C, carries -0.079; number 5, C, carries -0.233; number 6, C, carries -0.153; number 7, C, carries -0.208; number 8, C, carries -0.206; number 9, C, carries -0.192; number 10, C, carries -0.194; number 11, C, carries -0.194; number 12, C, carries -0.217; number 13, C, carries -0.165; number 14, C, carries -0.213; number 15, O, carries -0.286; number 16, C, carries -0.109; number 17, C, carries -0.315; number 18, P, carries 0.706; number 19, O, carries -0.374; number 20, Cl, carries 0.192; number 21, N, carries 0.017; number 22, C, carries -0.472; number 23, P, carries 0.919; number 24, O, carries -0.332; number 25, O, carries -0.318; number 26, C, carries -0.614; number 27, P, carries 0.342; number 28, S, carries 0.206; number 29, P, carries 0.671; number 30, O, carries -0.407; number 31, Cl, carries 0.198; number 32, H, carries 0.070; number 33, H, carries 0.093; number 34, H, carries 0.089; number 35, H, carries 0.058; number 36, H, carries 0.121; number 37, H, carries 0.129; number 38, H, carries 0.050; number 39, H, carries 0.086; number 40, H, carries 0.116; number 41, H, carries 0.099; number 42, H, carries 0.127; number 43, H, carries 0.075; number 44, H, carries 0.134; number 45, H, carries 0.106; number 46, H, carries 0.045; number 47, H, carries 0.092; number 48, H, carries 0.119; number 49, H, carries 0.099; number 50, H, carries 0.122; number 51, H, carries 0.105; number 52, H, carries 0.124; number 53, H, carries 0.127; number 54, H, carries 0.064; number 55, H, carries 0.111; number 56, H, carries 0.128; number 57, H, carries 0.136; number 58, H, carries 0.112; number 59, H, carries 0.096; number 60, H, carries 0.111; number 61, H, carries 0.084; number 62, H, carries 0.097; number 63, H, carries 0.160; number 64, H, carries 0.100; number 65, H, carries 0.093; number 66, H, carries 0.080; number 67, H, carries -0.026; number 68, H, carries -0.005; number 69, H, carries 0.082; number 70, O, carries -0.299; number 71, S, carries 0.622; number 72, O, carries -0.286; number 73, O, carries -0.264; number 74, C, carries -0.276; number 75, C, carries -0.078; number 76, C, carries -0.119; number 77, H, carries 0.116; number 78, H, carries 0.124; number 79, H, carries 0.069; number 80, H, carries 0.082; number 81, H, carries 0.087; number 82, H, carries 0.076; number 83, H, carries 0.077; number 84, H, carries 0.077; number 85, O, carries -0.291; number 86, S, carries 0.605; number 87, O, carries -0.295; number 88, O, carries -0.264; number 89, C, carries -0.273; number 90, C, carries -0.075; number 91, C, carries -0.118; number 92, H, carries 0.118; number 93, H, carries 0.125; number 94, H, carries 0.068; number 95, H, carries 0.084; number 96, H, carries 0.086; number 97, H, carries 0.076; number 98, H, carries 0.051; number 99, H, carries 0.078